[1]
Molecular formula: C45H61BGe2N3O4RbSSb
Method: DFT, wB97M-V/def2-TZVPD

Properties
Expectation value of S²: 0.76
Spin multiplicity: 2
Charge: -2
LUMO level (spin up / spin down), hartree: 0.133 / 0.133
ΔE to the lowest compared entry with this formula, charge and spin, kcal/mol: 68.9
Largest force on an atom, eV/A: 2.11

CARTESIAN COORDINATES (ANGSTROEM)
1 Rb 0.1300 -0.1882 1.1236
2 O -2.3403 1.7217 4.9476
3 C -1.4441 2.5354 5.5365
4 C -1.7963 3.2287 6.6918
5 C -0.8921 4.0727 7.3128
6 C 0.3823 4.2329 6.7925
7 C 0.7492 3.5312 5.6605
8 C -0.1433 2.6794 5.0190
9 C 0.2738 1.8870 3.8360
10 O -0.6114 1.4723 3.0076
11 N 1.5794 1.6792 3.8123
12 N 2.0888 0.9214 2.8265
13 C 3.3904 0.8477 2.8433
14 C 4.1601 0.1720 1.8650
15 C 5.5757 0.1756 1.9655
16 C 6.3337 -0.4147 0.9900
17 C 5.6868 -1.0128 -0.0970
18 C 4.3002 -0.9872 -0.1052
19 N 3.5465 -0.4418 0.8225
20 H -1.9163 1.4660 4.0830
21 H -2.7915 3.0956 7.0894
22 H -1.1856 4.6054 8.2092
23 H 1.0862 4.8934 7.2823
24 H 1.7390 3.6163 5.2393
25 H 3.9409 1.3776 3.6303
26 H 6.0393 0.6615 2.8149
27 H 7.4157 -0.4122 1.0532
28 H 6.2482 -1.4714 -0.8983
29 H 3.7519 -1.4351 -0.9268
30 C -3.4879 5.1309 2.1184
31 C -2.6706 3.9253 2.5556
32 Ge -1.6605 2.8731 1.0500
33 C -3.0553 1.4783 0.5800
34 C -4.3869 2.0791 0.1709
35 C -1.7476 4.1711 -0.4865
36 C -1.0436 3.8926 -1.5890
37 Ge -0.0347 2.1079 -1.3319
38 C 2.0240 2.3872 -1.5648
39 C 2.7396 2.7944 -2.8453
40 C -0.6846 0.8525 -2.8807
41 C -0.5226 1.1444 -4.3653
42 C -1.0073 4.7378 -2.7719
43 C -1.7881 5.8946 -2.9242
44 C -1.6923 6.6784 -4.0565
45 C -0.8349 6.3277 -5.0881
46 C -0.0705 5.1769 -4.9683
47 C -0.1616 4.4009 -3.8326
48 H -4.0792 5.5224 2.9524
49 H -4.1749 4.8719 1.3158
50 H -2.8409 5.9310 1.7634
51 H -3.3305 3.1975 3.0280
52 H -1.9545 4.2392 3.3160
53 H -3.1998 0.8059 1.4273
54 H -2.6641 0.8935 -0.2505
55 H -4.8453 2.6105 1.0027
56 H -5.0833 1.3055 -0.1605
57 H -4.2383 2.7789 -0.6504
58 H -2.2848 5.1061 -0.3672
59 H 2.4255 1.4245 -1.2333
60 H 2.2728 3.1051 -0.7792
61 H 2.5028 2.1154 -3.6635
62 H 3.8241 2.7657 -2.7007
63 H 2.4777 3.8077 -3.1445
64 H -1.7495 0.7141 -2.6744
65 H -0.2041 -0.1107 -2.6638
66 H -1.0686 2.0425 -4.6474
67 H -0.9115 0.3118 -4.9611
68 H 0.5253 1.2783 -4.6322
69 H -2.4686 6.1907 -2.1373
70 H -2.2948 7.5773 -4.1418
71 H -0.7635 6.9458 -5.9732
72 H 0.5973 4.8878 -5.7701
73 H 0.4292 3.5090 -3.7279
74 C 2.8529 -3.7974 -4.0027
75 C 1.9176 -2.6423 -3.6991
76 C 2.6570 -1.3168 -3.7253
77 Sb 0.7506 -2.8390 -1.7910
78 C -0.9273 -3.8965 -2.8095
79 C -0.5409 -5.2065 -3.4733
80 C -1.5902 -2.9768 -3.8212
81 C 1.7598 -4.6586 -0.9934
82 C 3.0629 -4.2786 -0.3139
83 C 0.8392 -5.3504 -0.0053
84 H 3.2758 -3.6921 -5.0050
85 H 2.3288 -4.7501 -3.9660
86 H 3.6742 -3.8219 -3.2897
87 H 1.1504 -2.6057 -4.4760
88 H 3.4860 -1.3216 -3.0223
89 H 1.9898 -0.4999 -3.4615
90 H 3.0625 -1.1135 -4.7194
91 H -1.6339 -4.0926 -2.0006
92 H 0.1186 -5.0206 -4.3197
93 H -1.4345 -5.7090 -3.8525
94 H -0.0434 -5.8787 -2.7773
95 H -0.8887 -2.6804 -4.6003
96 H -1.9656 -2.0793 -3.3385
97 H -2.4305 -3.4854 -4.2993
98 H 1.9753 -5.3421 -1.8202
99 H 2.8791 -3.5766 0.4991
100 H 3.7560 -3.8117 -1.0103
101 H 3.5494 -5.1684 0.0933
102 H 0.6257 -4.6986 0.8393
103 H 1.2987 -6.2663 0.3772
104 H -0.1121 -5.6150 -0.4642
105 S -2.9130 -1.8155 -0.9256
106 C -2.5085 -2.3855 0.5278
107 O -3.6480 -3.9413 2.1959
108 B -2.4976 -3.5175 1.4316
109 O -1.3209 -4.1320 2.0129
110 C -1.7734 -4.8809 3.0281
111 C -1.0637 -5.7142 3.8688
112 C -1.7789 -6.3957 4.8534
113 C -3.1457 -6.2497 4.9811
114 C -3.8749 -5.4222 4.1266
115 C -3.1720 -4.7503 3.1468
116 H 0.0032 -5.8382 3.7691
117 H -1.2470 -7.0463 5.5367
118 H -3.6659 -6.7909 5.7606
119 H -4.9474 -5.3172 4.2114

[2]
Molecular formula: C45H61F11N4O34Si
Method: DFT, wB97M-V/def2-TZVPD

Properties
SMILES: [H]/N=C(\C)C[C@@]1(CCO[Si](C)(C)C)OC(=O)O[C@]1(CCF)CC(N)(N)N.O=C1OC[C@@H](F)O1.O=C1OC[C@@H](F)O1.O=C1OC[C@@H](F)O1.O=C1OC[C@@H](F)O1.O=C1OC[C@@H](F)O1.O=C1OC[C@@H](F)O1.O=C1OC[C@@H](F)O1.O=C1OC[C@@H](F)O1.O=C1OC[C@@H](F)O1.O=C1OC[C@@H](F)O1
Charge: 0
LUMO level, hartree: 0.003
Largest force on an atom, eV/A: 1.54

CARTESIAN COORDINATES (ANGSTROEM)
1 C 5.1697 0.2309 5.8332
2 C 3.7529 0.0122 5.3385
3 N 2.7737 0.4008 6.0207
4 C 3.6200 -0.6702 4.0134
5 C 2.4125 -0.3503 3.1577
6 C 2.3883 0.9898 2.3852
7 C 3.2058 2.1480 2.9344
8 O 2.7125 2.6880 4.1448
9 Si 1.6480 3.9631 3.9647
10 C 2.5223 5.6145 3.8374
11 C 0.5947 3.9704 5.5359
12 C 0.4527 3.7853 2.5323
13 O 2.5595 -1.3411 2.0627
14 C 1.3530 -1.4379 1.4627
15 O 1.1674 -1.8426 0.3395
16 O 0.4257 -1.0016 2.3084
17 C 1.0295 -0.8540 3.6548
18 C 0.9933 -2.2869 4.1644
19 C 1.1176 -2.4301 5.6733
20 F -0.1063 -2.7464 6.2507
21 C 0.1628 0.1518 4.4077
22 C -1.3639 0.1387 4.1317
23 N -1.9831 -1.1614 4.0839
24 N -2.0172 0.8493 5.2739
25 N -1.7065 0.8676 2.9226
26 H 5.8816 -0.1546 5.1205
27 H 5.2770 -0.2235 6.8083
28 H 5.2958 1.3032 5.9081
29 H 3.0981 0.8334 6.8825
30 H 4.5173 -0.5374 3.4212
31 H 3.5577 -1.7340 4.2354
32 H 1.3642 1.2937 2.2063
33 H 2.8148 0.7657 1.4146
34 H 4.2463 1.8435 3.0269
35 H 3.2146 2.9161 2.1641
36 H 2.9180 5.8012 2.8455
37 H 1.8070 6.3958 4.0734
38 H 3.3460 5.6856 4.5406
39 H -0.2488 4.6439 5.4559
40 H 0.2448 2.9446 5.6375
41 H 1.2026 4.1491 6.4177
42 H 0.8884 3.8903 1.5492
43 H -0.3124 4.5419 2.6835
44 H -0.0721 2.8418 2.6405
45 H 0.0460 -2.7270 3.8908
46 H 1.7552 -2.9058 3.7081
47 H 1.7852 -3.2571 5.8940
48 H 1.5208 -1.5472 6.1535
49 H 0.3074 -0.0132 5.4630
50 H 0.5226 1.1480 4.1862
51 H -1.6366 -1.7843 4.7972
52 H -1.8910 -1.5647 3.1657
53 H -1.5305 1.7344 5.3733
54 H -1.8349 0.3006 6.1072
55 H -2.6183 0.5393 2.6300
56 H -1.8264 1.8374 3.1833
57 C 3.3393 5.7961 10.2514
58 C 2.4266 6.2859 9.1516
59 O 2.5797 5.2857 8.1576
60 C 2.8854 4.1276 8.8112
61 O 2.8194 3.0540 8.3215
62 O 3.2592 4.3768 10.0889
63 F 2.8390 7.4752 8.6523
64 H 4.3679 6.1258 10.1004
65 H 3.0103 6.0927 11.2434
66 H 1.3750 6.3585 9.4334
67 C -2.5633 -3.9688 1.0673
68 C -2.2306 -4.8764 2.2277
69 O -3.4112 -4.8336 3.0007
70 C -4.4487 -4.5908 2.1409
71 O -5.5886 -4.7464 2.4005
72 O -3.9760 -4.1568 0.9429
73 F -1.1950 -4.3929 2.9647
74 H -2.3522 -2.9225 1.2983
75 H -2.0497 -4.2424 0.1505
76 H -2.0170 -5.9086 1.9461
77 C -0.3817 -2.7329 -2.2474
78 C -1.1484 -2.3813 -3.5007
79 O -1.4176 -3.6633 -4.0615
80 C -1.4784 -4.5471 -3.0261
81 O -1.9350 -5.6388 -3.1010
82 O -0.9553 -4.0080 -1.9045
83 F -0.4022 -1.6678 -4.3729
84 H 0.6830 -2.8526 -2.4381
85 H -0.5137 -2.0161 -1.4437
86 H -2.0904 -1.8589 -3.3269
87 C -4.5711 -5.8317 -4.9910
88 C -5.8578 -6.1157 -4.2539
89 O -6.7511 -5.1763 -4.8355
90 C -6.3163 -4.9443 -6.1038
91 O -6.9628 -4.4192 -6.9494
92 O -5.0563 -5.3962 -6.2709
93 F -5.7496 -5.8657 -2.9301
94 H -4.0020 -5.0299 -4.5250
95 H -3.9328 -6.7039 -5.0915
96 H -6.2515 -7.1235 -4.3960
97 C 5.5541 5.1254 -1.5488
98 C 5.3109 3.6511 -1.3323
99 O 4.4802 3.6430 -0.1681
100 C 3.7913 4.8247 -0.1676
101 O 2.8225 5.0714 0.4800
102 O 4.3459 5.6975 -1.0265
103 F 6.4783 3.0109 -1.0884
104 H 6.4053 5.4825 -0.9689
105 H 5.7001 5.3873 -2.5976
106 H 4.7823 3.1461 -2.1436
107 C -9.8100 -3.5970 -7.4388
108 C -10.7960 -4.0535 -6.3913
109 O -11.9770 -3.3553 -6.7589
110 C -11.9183 -3.1535 -8.1034
111 O -12.8441 -2.8354 -8.7745
112 O -10.6717 -3.3709 -8.5683
113 F -10.4278 -3.6750 -5.1450
114 H -9.3220 -2.6635 -7.1598
115 H -9.0540 -4.3359 -7.6631
116 H -10.9967 -5.1262 -6.3929
117 C 10.6566 2.5658 2.9198
118 C 9.5904 1.9473 3.7899
119 O 8.4334 2.6805 3.4271
120 C 8.6068 3.0899 2.1330
121 O 7.7573 3.5059 1.4276
122 O 9.9077 2.9506 1.7655
123 F 9.8407 2.1335 5.1086
124 H 11.0943 3.4504 3.3840
125 H 11.4492 1.8708 2.6562
126 H 9.4206 0.8868 3.6052
127 C -15.2592 -1.1033 -9.7311
128 C -16.5564 -1.3577 -9.0031
129 O -17.4281 -0.4045 -9.5864
130 C -16.9828 -0.1781 -10.8587
131 O -17.6126 0.3564 -11.7050
132 O -15.7264 -0.6586 -11.0140
133 F -16.4526 -1.1076 -7.6741
134 H -14.6777 -0.3105 -9.2599
135 H -14.6419 -1.9881 -9.8222
136 H -16.9677 -2.3582 -9.1458
137 C 6.6087 2.1871 -5.5590
138 C 7.0269 3.1162 -6.6741
139 O 6.7876 4.3959 -6.1071
140 C 6.9297 4.2683 -4.7615
141 O 7.0509 5.1752 -4.0044
142 O 6.9192 2.9685 -4.3962
143 F 6.2554 2.9662 -7.7752
144 H 5.5401 1.9732 -5.5773
145 H 7.1561 1.2491 -5.5570
146 H 8.0768 3.0401 -6.9611
147 C 3.7955 -3.4306 -5.2473
148 C 5.2531 -3.2003 -5.5724
149 O 5.3220 -1.7868 -5.6609
150 C 4.3507 -1.2835 -4.8442
151 O 4.2940 -0.1582 -4.4851
152 O 3.4704 -2.2517 -4.5007
153 F 5.5977 -3.7386 -6.7651
154 H 3.1805 -3.4739 -6.1468
155 H 3.6271 -4.3268 -4.6553
156 H 5.9494 -3.5490 -4.8081

[3]
Molecular formula: C45H63N2O25S2Si
Method: DFT, wB97M-V/def2-TZVPD

Properties
Charge: +1
LUMO level, hartree: -0.100
Largest force on an atom, eV/A: 1.39

CARTESIAN COORDINATES (ANGSTROEM)
1 C -3.1600 -3.8522 -3.9840
2 Si -1.4803 -4.6660 -3.8583
3 C -1.6727 -6.4326 -3.2592
4 C -0.7278 -4.6928 -5.5674
5 O -0.3872 -3.7937 -2.8933
6 C -0.7926 -3.4835 -1.5981
7 C -0.2271 -4.5055 -0.6124
8 N -0.8847 -4.3269 0.7256
9 C -0.5010 -3.0373 1.4507
10 C -1.7156 -2.1152 1.5203
11 C -1.4050 -0.6917 1.0332
12 S -0.0929 -0.0179 2.0579
13 C 0.2431 1.5733 1.3171
14 S -0.3473 1.9611 -0.1614
15 N 0.9709 2.4028 2.1297
16 C 1.9364 1.7374 2.9801
17 C 2.8791 0.8611 2.4619
18 C 3.8140 0.2522 3.2827
19 C 3.8144 0.5119 4.6492
20 C 2.8579 1.3691 5.1688
21 C 1.9238 1.9753 4.3437
22 C 1.4332 3.6514 1.5561
23 C 2.7141 3.8284 1.0624
24 C 3.1203 5.0491 0.5466
25 C 2.2550 6.1306 0.5027
26 C 0.9636 5.9445 0.9792
27 C 0.5565 4.7267 1.5042
28 H -3.8693 -4.6030 -4.3204
29 H -3.5074 -3.3468 -3.0878
30 H -3.0902 -3.0981 -4.7651
31 H -2.3685 -6.5129 -2.4254
32 H -2.0420 -7.0315 -4.0857
33 H -0.7205 -6.8675 -2.9566
34 H -0.7262 -3.6794 -5.9590
35 H -1.3071 -5.3554 -6.1993
36 H 0.3103 -5.0100 -5.5267
37 H -1.8807 -3.4602 -1.4681
38 H -0.3839 -2.5052 -1.3433
39 H 0.8446 -4.4065 -0.4962
40 H -0.4344 -5.5164 -0.9463
41 H -0.5975 -5.1144 1.3006
42 H -1.9014 -4.3753 0.6053
43 H -0.1704 -3.3187 2.4414
44 H 0.3276 -2.5991 0.9130
45 H -2.4988 -2.5102 0.8854
46 H -2.0407 -2.0322 2.5523
47 H -2.2980 -0.0833 1.1028
48 H -1.1099 -0.7253 -0.0092
49 H 2.8938 0.6634 1.3995
50 H 4.5365 -0.4065 2.8332
51 H 4.5595 0.0341 5.2612
52 H 2.8420 1.5622 6.2284
53 H 1.1955 2.6323 4.7910
54 H 3.4362 3.0272 1.0608
55 H 4.1218 5.1810 0.1722
56 H 2.5956 7.0590 0.0788
57 H 0.2675 6.7656 0.9426
58 H -0.4531 4.6314 1.8709
59 C 5.3715 4.5002 -3.5390
60 C 6.7401 5.1141 -3.3206
61 O 6.4079 6.4609 -2.9594
62 C 5.1548 6.4736 -2.4645
63 O 4.6555 7.3987 -1.9094
64 O 4.5397 5.2816 -2.6680
65 H 5.3230 3.4491 -3.2665
66 H 5.0145 4.6237 -4.5628
67 H 7.2840 4.6541 -2.4947
68 H 7.3661 5.1026 -4.2079
69 C 8.0351 4.6046 0.8301
70 C 8.4376 6.0502 1.0153
71 O 9.2947 6.2674 -0.1175
72 C 8.9685 5.3777 -1.0788
73 O 9.3628 5.4001 -2.1980
74 O 8.1110 4.4423 -0.5921
75 H 7.0302 4.3966 1.1800
76 H 8.7325 3.9110 1.3040
77 H 7.5863 6.7298 0.9484
78 H 8.9653 6.2285 1.9464
79 C 4.7405 5.5781 5.0078
80 C 4.9163 4.9633 3.6386
81 O 6.2047 5.4433 3.2465
82 C 6.9003 5.7432 4.3707
83 O 8.0618 6.0021 4.3877
84 O 6.0998 5.6991 5.4537
85 H 4.1675 4.9577 5.6910
86 H 4.2964 6.5737 4.9691
87 H 4.9419 3.8708 3.6681
88 H 4.1745 5.2836 2.9123
89 C 9.4053 6.7791 8.7237
90 C 9.0622 5.8120 7.6103
91 O 7.7940 5.2986 8.0327
92 C 7.2235 6.2060 8.8573
93 O 6.0991 6.1579 9.2370
94 O 8.1085 7.1761 9.1861
95 H 9.9681 7.6445 8.3848
96 H 9.9421 6.3020 9.5458
97 H 8.9360 6.3055 6.6469
98 H 9.7825 5.0044 7.5060
99 C -5.6427 1.8093 1.4251
100 C -5.2863 1.2202 0.0766
101 O -5.5167 -0.1793 0.2897
102 C -6.4010 -0.3101 1.3065
103 O -6.9098 -1.3383 1.6219
104 O -6.6089 0.8715 1.9180
105 H -6.0726 2.8044 1.3614
106 H -4.7952 1.8287 2.1129
107 H -5.9416 1.5714 -0.7210
108 H -4.2515 1.3938 -0.2096
109 C -5.2124 -5.8884 2.1535
110 C -4.9386 -4.3981 2.1209
111 O -3.9937 -4.2974 1.0323
112 C -4.1585 -5.3766 0.2271
113 O -3.6002 -5.4935 -0.8192
114 O -4.9742 -6.2768 0.7886
115 H -6.2290 -6.1320 2.4456
116 H -4.5150 -6.4339 2.7920
117 H -5.8173 -3.8088 1.8692
118 H -4.5058 -4.0164 3.0421
119 C -7.7278 -5.2656 -4.4001
120 C -8.6032 -4.9597 -5.5977
121 O -7.6653 -4.3885 -6.5203
122 C -6.4311 -4.8345 -6.1995
123 O -5.4567 -4.6778 -6.8595
124 O -6.4505 -5.4822 -5.0089
125 H -8.0425 -6.1499 -3.8523
126 H -7.6497 -4.4228 -3.7096
127 H -9.0313 -5.8561 -6.0408
128 H -9.3978 -4.2504 -5.3788
129 C -12.2600 -8.3976 -8.1035
130 C -11.5486 -7.0607 -8.1513
131 O -10.4609 -7.2661 -7.2408
132 C -10.2178 -8.6012 -7.1613
133 O -9.2782 -9.0752 -6.6157
134 O -11.1949 -9.2984 -7.7803
135 H -12.7177 -8.6760 -9.0486
136 H -13.0105 -8.4444 -7.3127
137 H -11.1417 -6.8377 -9.1385
138 H -12.1683 -6.2305 -7.8230